[1]
Here is a 2-piece molecular cluster, C3H10N2O2S overall from OMol25. Energies are from ωB97M-V with the def2-TZVPD basis set.

```
! wB97M-V def2-TZVPD RIJCOSX def2/J DEFGRID3
* xyz 0 1
H -3.160 -0.470 1.155
C 0.364 -0.982 -0.275
H 0.875 -1.147 -1.221
N -0.176 0.941 1.276
C 0.409 1.277 -1.027
N 1.395 1.493 -1.965
H 2.359 1.626 -1.705
O -0.748 1.417 -1.393
H -0.675 -1.212 -0.579
H -0.311 -2.887 1.024
H 1.743 0.558 0.469
C 0.679 0.432 0.245
H 0.361 1.453 1.943
O -2.833 0.216 0.590
H -3.423 0.694 0.012
H -1.178 0.854 1.187
H 1.164 1.904 -2.854
S 0.834 -2.209 1.067
*
```

## Properties
- HOMO (eV) = -8.40
- F_max (eV Å⁻¹) = 2.53
- SMILES string = NC(=O)[C@@H](N)CS.O
- Kohn-Sham gap (eV) = 9.07
- LUMO level (eV) = 0.7
- calculated total energy (eV) = -21183.2708

Mulliken atomic charge list, values in e, 6 entries: H 0.280; C -0.969; H 0.429; N -0.448; C 0.283; N -0.399

---

[2]
Here is a 2-piece molecular cluster, C5H10N2O overall from OMol25. Energies are from ωB97M-V with the def2-TZVPD basis set.

```
! wB97M-V def2-TZVPD RIJCOSX def2/J DEFGRID3
* xyz 0 1
C 1.352 0.882 0.653
C -0.902 0.020 1.488
N -0.712 -1.308 1.878
C 2.092 1.485 -0.478
H -2.184 -0.021 -0.421
H -1.001 1.059 -1.180
H -1.103 -1.262 -2.365
H -1.270 -1.535 2.689
N 0.209 0.502 0.756
H 2.244 2.552 -0.301
H 0.488 -0.943 -1.679
O -1.760 0.765 1.933
C -0.567 -1.084 -1.426
H 3.073 1.012 -0.549
H -0.661 -1.989 -0.824
H 1.583 1.360 -1.437
H 0.258 -1.593 1.956
C -1.139 0.097 -0.692
*
```

## Properties
- HOMO (alpha / beta) (eV) = -7.25 / -7.25
- F_max (eV Å⁻¹) = 3.24
- Kohn-Sham gap (alpha / beta) (eV) = 7.86 / 7.86
- LUMO level (alpha / beta) (eV) = 0.6 / 0.6
- calculated total energy (eV) = -10370.9765

Mulliken atomic charge list, values in e, 6 entries: C 0.002; C 0.364; N -0.423; C -0.814; H 0.365; H 0.377

---

[3]
Here is C6H10O as an isolated structure from OMol25. Energies are from ωB97M-V with the def2-TZVPD basis set.

```
! wB97M-V def2-TZVPD RIJCOSX def2/J DEFGRID3
* xyz 0 1
H -1.441 0.237 -1.428
H 2.330 -0.541 0.795
C 0.552 -1.163 -0.247
O 0.798 -0.230 -1.310
C -0.938 -1.142 0.069
C -0.319 1.262 0.118
H 1.787 1.710 -0.689
H -2.300 0.733 0.103
H -1.933 -1.584 -0.393
H -0.336 1.654 1.241
H 1.115 -0.183 1.849
H -0.646 2.074 -0.699
H -1.053 -1.650 1.087
C -1.307 0.300 -0.207
C 1.130 0.804 -0.266
C 1.344 -0.274 0.674
H 1.217 -2.008 -0.698
*
```

## Properties
- HOMO (eV) = -9.14
- F_max (eV Å⁻¹) = 6.20
- Kohn-Sham gap (eV) = 10.15
- LUMO level (eV) = 1.0
- calculated total energy (eV) = -8427.1727

Mulliken atomic charge list, values in e, 6 entries: H 0.220; H 0.301; C 0.275; O -0.480; C -0.940; C -0.495

---

[4]
Here is C21H26Br45F6OP as an isolated structure from OMol25. Energies are from ωB97M-V with the def2-TZVPD basis set.

```
! wB97M-V def2-TZVPD RIJCOSX def2/J DEFGRID3
* xyz 0 1
Br -2.778 -2.300 -6.214
H -3.476 7.095 -0.490
Br 11.729 -2.251 3.814
C 6.247 -2.349 -2.308
C -1.602 5.589 -0.110
Br 2.094 -6.638 2.824
Br 0.635 0.472 -1.960
C 1.591 -3.327 7.027
C -5.432 5.859 0.210
Br 2.468 -6.379 -0.366
H 1.905 -3.397 5.980
Br 2.568 -0.300 -9.270
Br -4.765 7.740 -7.589
Br -0.220 -5.285 1.034
Br -5.684 -1.167 3.826
H -3.432 5.665 1.552
Br 1.031 -0.093 1.188
Br 4.575 -1.750 1.290
C 1.647 -3.810 -2.688
H -5.925 5.695 -0.864
C -6.087 4.932 1.392
C 1.047 7.178 -2.876
Br 5.633 0.678 3.126
H -0.984 -2.365 -4.480
H -0.307 5.689 2.763
Br -0.573 6.186 -3.293
Br -1.245 0.106 -4.713
C 1.912 0.140 -0.531
H 12.660 -3.864 2.152
Br 6.304 -6.518 7.094
C -0.901 4.723 1.101
Br -2.159 -2.007 2.027
C -5.452 -2.881 4.718
H -1.454 5.123 -1.182
H -3.662 4.635 -0.748
C -3.488 7.408 -6.160
H -6.423 -3.154 5.143
F 1.028 3.025 1.485
Br -4.963 -4.288 3.466
H -2.987 6.462 -6.393
Br 6.021 -0.418 -2.253
H 2.413 -0.806 -0.764
Br 7.668 -1.637 2.186
H 2.460 -4.540 -2.620
H 1.222 1.309 -10.621
Br -2.110 8.779 -6.087
Br 2.107 -4.994 7.887
F -1.038 2.312 0.272
Br 2.119 -2.564 -4.106
C -6.021 3.315 1.129
F -7.084 2.811 0.187
H -5.694 6.989 0.490
H -1.722 4.307 1.853
O 0.038 5.644 1.814
Br 0.416 -1.990 -6.510
Br -6.432 -8.442 3.423
Br 2.516 -1.799 7.797
H 6.322 -0.028 0.834
Br 6.808 -2.962 -4.067
Br -8.467 -6.128 4.363
Br 4.816 -4.925 4.722
H -5.648 5.258 2.452
Br 5.537 -8.045 4.362
C -8.017 -7.410 2.971
C -1.128 -1.726 -5.357
Br -4.369 7.175 -4.441
F 0.672 3.756 -0.766
C 6.083 -0.604 1.734
C 0.983 0.733 -9.722
H -7.778 -6.833 2.071
H -7.244 5.221 1.445
C -0.058 3.408 0.509
Br 3.290 1.511 -0.458
Br -0.525 -0.413 -10.166
H 4.077 -6.911 6.039
Br -0.338 -3.080 7.025
C 11.847 -3.134 2.084
H -4.336 -1.820 0.820
Br 12.319 -1.889 0.666
Br -2.792 -1.991 -1.133
Br 0.929 8.061 -1.146
Br 1.519 8.423 -4.294
Br -9.525 -8.555 2.527
C -3.353 -1.378 0.626
Br 7.441 -2.979 -0.907
C 5.048 -6.638 5.613
C 1.204 -6.609 1.094
Br -3.579 0.554 0.681
F -6.313 2.669 2.463
H -1.158 6.683 -0.043
H 1.860 6.448 -2.808
F -4.692 2.800 0.717
H 0.735 -7.589 0.959
P -3.510 5.789 0.118
Br 10.227 -4.126 1.667
Br 0.533 2.015 -8.329
Br 1.529 -2.927 -0.959
H 5.264 -2.792 -2.114
Br -4.196 -2.761 6.199
Br 0.027 -4.802 -3.106
*
```

## Properties
- HOMO (eV) = -8.88
- F_max (eV Å⁻¹) = 5.18
- Kohn-Sham gap (eV) = 8.48
- LUMO level (eV) = -0.4
- calculated total energy (eV) = -3201739.8959

Mulliken atomic charge list, values in e, 6 entries: Br -0.031; H 0.000; Br -0.010; C -0.039; C -0.071; Br 0.070

---

[5]
Here is an isolated ion of composition C5H10N3 and charge +1 from OMol25. Energies are from ωB97M-V with the def2-TZVPD basis set.

```
! wB97M-V def2-TZVPD RIJCOSX def2/J DEFGRID3
* xyz 1 1
H -1.268 1.900 0.561
N 1.958 -0.335 1.034
H 2.458 -0.212 1.958
H -2.050 0.935 2.050
H -2.140 -0.402 -1.879
H 3.392 -1.650 -0.092
C 0.710 -0.418 0.971
H -2.301 -1.073 0.211
C -0.168 0.469 -1.662
C 2.686 -0.690 -0.189
H -0.144 0.467 -2.709
C -1.622 -0.212 0.212
H -2.962 1.414 0.524
N -0.451 -0.605 0.838
H 1.899 -0.946 -0.936
H 3.375 0.147 -0.504
N -1.330 0.080 -1.272
C -2.038 1.130 0.882
*
```

## Properties
- HOMO (eV) = -12.80
- F_max (eV Å⁻¹) = 4.07
- Kohn-Sham gap (eV) = 8.94
- LUMO level (eV) = -3.9
- calculated total energy (eV) = -9806.6082

Mulliken atomic charge list, values in e, 6 entries: H 0.330; N -0.150; H 0.326; H 0.297; H 0.325; H 0.295

---

[6]
Here is a 3-piece molecular cluster, H2O5P2 overall from OMol25. Energies are from ωB97M-V with the def2-TZVPD basis set.

```
! wB97M-V def2-TZVPD RIJCOSX def2/J DEFGRID3
* xyz -2 1
P 4.415 -1.641 0.028
O -9.612 1.740 1.085
H 5.577 0.467 -0.205
O 5.180 1.369 -0.161
O 4.308 -3.110 0.264
H 4.250 1.174 -0.030
O 5.857 -1.218 -0.169
P -9.632 1.267 -0.340
O -10.343 -0.049 -0.472
*
```

## Properties
- HOMO (eV) = -2.77
- F_max (eV Å⁻¹) = 1.35
- Kohn-Sham gap (eV) = 8.42
- LUMO level (eV) = 5.7
- calculated total energy (eV) = -28852.5832

Mulliken atomic charge list, values in e, 6 entries: P -0.011; O -0.493; H 0.495; O -0.685; O -0.481; H 0.288

---

[7]
Here is C5H3MgO6 as an isolated structure from OMol25. Energies are from ωB97M-V with the def2-TZVPD basis set.

```
! wB97M-V def2-TZVPD RIJCOSX def2/J DEFGRID3
* xyz 1 1
H -3.035 -1.571 0.778
C -0.531 1.542 1.851
O 2.270 -1.191 2.176
O -0.839 2.202 2.736
O 3.245 1.012 -2.713
H -2.029 -2.297 1.694
O -2.130 -1.509 1.137
C 0.715 -1.036 -1.671
O 1.169 -1.545 -2.601
H 0.892 1.061 -0.135
Mg -0.394 -0.231 0.242
O -2.115 2.000 -1.708
C 2.511 1.113 -1.829
C -1.328 1.293 -1.276
C 1.599 -0.843 1.320
*
```

## Properties
- HOMO (alpha / beta) (eV) = -11.34 / -11.34
- F_max (eV Å⁻¹) = 4.40
- Kohn-Sham gap (alpha / beta) (eV) = 6.95 / 6.95
- LUMO level (alpha / beta) (eV) = -4.4 / -4.4
- calculated total energy (eV) = -22953.8279

Mulliken atomic charge list, values in e, 6 entries: H 0.299; C 0.255; O -0.144; O -0.149; O -0.184; H 0.297

---

[8]
Here is a 2-piece molecular cluster, C4H10N2O3 overall from OMol25. Energies are from ωB97M-V with the def2-TZVPD basis set.

```
! wB97M-V def2-TZVPD RIJCOSX def2/J DEFGRID3
* xyz 0 1
C -1.185 1.255 0.286
H -0.462 3.187 -0.033
H 1.081 0.170 -0.897
N -0.506 -0.575 -1.077
C -1.900 -1.016 0.842
H -1.691 1.510 1.205
C -0.521 2.180 -0.400
C 2.397 -0.742 0.177
O 1.688 -1.655 0.493
H -2.571 -0.526 1.543
O 2.044 0.250 -0.626
H -2.460 -1.788 0.309
N -1.402 -0.050 -0.107
H -1.085 -1.495 1.401
O 3.652 -0.619 0.600
H 4.050 0.186 0.238
H -1.026 -0.824 -1.918
H -0.070 -1.422 -0.701
H -0.032 1.973 -1.334
*
```

## Properties
- HOMO (eV) = -8.08
- F_max (eV Å⁻¹) = 0.74
- SMILES string = C=CN(C)N.O=C(O)O
- Kohn-Sham gap (eV) = 8.82
- LUMO level (eV) = 0.7
- calculated total energy (eV) = -13432.1825

Mulliken atomic charge list, values in e, 6 entries: C 0.212; H 0.227; H 0.449; N -0.720; C -0.900; H 0.216

---

[9]
Here is C5H8N2O as an isolated structure from OMol25. Energies are from ωB97M-V with the def2-TZVPD basis set.

```
! wB97M-V def2-TZVPD RIJCOSX def2/J DEFGRID3
* xyz 0 1
C 1.924 -0.141 0.286
H -2.269 -0.987 1.280
H 2.271 0.420 1.162
H 0.505 -0.854 -1.331
H 0.215 2.705 -0.266
C -1.054 0.053 -0.159
H -1.271 -2.033 0.226
C 1.152 1.067 -0.570
H -2.730 -1.244 -0.388
O -1.652 1.276 -0.099
N 1.145 2.273 -0.258
H -2.538 1.198 0.279
C 0.246 -0.054 -0.649
N 2.544 -1.161 -0.163
C -1.864 -1.123 0.270
H 3.373 -1.396 0.379
*
```

## Properties
- HOMO (alpha / beta) (eV) = -7.47 / -7.47
- F_max (eV Å⁻¹) = 4.98
- Kohn-Sham gap (alpha / beta) (eV) = 7.39 / 7.39
- LUMO level (alpha / beta) (eV) = -0.1 / -0.1
- calculated total energy (eV) = -10337.4746

Mulliken atomic charge list, values in e, 6 entries: C 0.033; H 0.391; H 0.414; H 0.403; H 0.281; C 0.633

---

[10]
Here is a 14-piece molecular cluster, C38H71Br27ClN2O2 overall from OMol25. Energies are from ωB97M-V with the def2-TZVPD basis set.

```
! wB97M-V def2-TZVPD RIJCOSX def2/J DEFGRID3
* xyz 1 1
H 0.200 -3.979 1.922
C 9.996 -5.518 -2.622
H -6.060 0.774 -2.208
H -3.893 -2.958 0.149
H -7.112 -1.329 0.821
Br 1.474 -4.207 -0.207
C -2.700 10.666 1.185
Br 8.786 -9.680 1.783
Br -3.306 6.707 1.880
H 3.161 -7.898 -0.342
H -5.689 1.720 -9.076
H 11.002 -8.368 3.201
Br -1.981 4.907 -2.919
N -3.307 0.421 -0.894
H -4.689 4.379 3.027
H 0.709 -1.232 0.852
H 6.849 -5.849 -2.377
H 3.911 -9.459 0.036
Br 1.862 -7.444 5.221
C -0.348 -5.923 1.176
C 0.215 7.026 3.379
H -2.469 2.312 -1.330
C 4.720 -7.843 1.167
Br -2.799 4.048 -8.135
H 11.172 -5.105 -0.878
C -1.060 -0.117 0.216
H 0.464 13.436 4.538
H -0.735 11.430 5.139
H -3.398 2.520 -9.997
C -4.699 -2.228 0.197
H -5.099 1.528 1.390
Br -3.896 0.554 -7.836
C -4.654 2.252 -1.494
C -4.106 6.368 3.620
Br 2.131 -8.930 1.673
H 10.757 -5.104 -3.280
Br -6.751 5.723 2.702
Br -1.777 -0.464 1.986
H -5.352 4.916 4.578
H 1.681 -0.279 -3.820
C -4.486 -0.070 -1.099
Cl -5.505 3.682 -0.887
H 0.521 -0.277 -6.136
C -2.088 -0.398 -0.862
H -2.336 -1.456 -0.832
C -3.321 1.910 -0.782
H 12.261 -9.605 3.389
H -4.131 -1.967 -1.899
H 11.192 -6.814 -1.359
C 1.154 0.557 -4.267
Br 9.272 -7.058 -3.568
C -4.879 2.111 -8.465
C -4.832 -1.524 -1.188
C -4.013 3.041 -9.271
N -7.214 -2.313 0.593
C 10.436 -10.357 2.558
H -0.633 -6.409 2.105
C -1.507 10.135 0.437
H -4.426 -1.504 0.970
H 10.800 -11.131 1.891
H -0.261 -2.031 -0.388
H -0.704 -7.845 3.861
H -4.558 7.304 3.935
H 1.608 5.362 3.482
C -5.510 0.988 -1.287
Br -1.346 -5.684 4.897
H 0.736 -0.658 -0.847
H 5.502 -6.393 -1.366
H -1.913 -8.078 5.139
C 5.393 -6.996 -3.449
H -0.091 12.065 6.668
H -2.877 11.720 1.002
C 5.781 -6.041 -2.354
H -4.433 2.416 -2.548
H -5.093 6.623 -4.362
C 10.583 -5.918 -1.296
H 1.510 12.087 4.052
O -3.951 2.201 2.853
H 0.334 5.358 4.718
C 11.443 -9.257 2.764
Br 3.583 -7.673 -3.193
Br -5.043 4.204 -4.858
H -4.627 3.781 -9.778
H -0.616 0.913 -5.471
C 0.657 -4.840 1.441
H -0.680 0.903 0.153
C 0.119 -1.068 -0.045
Br 0.019 11.332 0.560
C 0.169 11.662 5.695
C 0.567 5.592 3.682
H -2.814 7.097 -3.695
H 0.003 -6.665 0.470
Br -2.477 10.461 3.103
Br 0.936 7.611 1.671
H 4.971 -8.347 2.094
H 6.037 -7.871 -3.433
C 0.078 0.117 -5.224
H -0.026 -7.513 6.833
C 3.582 -8.508 0.450
H -5.288 2.594 -7.584
Br 1.035 9.948 6.019
C 0.105 -7.974 5.860
H 0.141 -9.055 5.971
H -3.592 10.096 0.932
H -1.732 10.053 -0.625
Br -0.491 4.350 2.612
C -4.156 2.022 1.682
H 1.479 -5.206 2.052
H 1.864 1.212 -4.765
H -2.169 2.240 1.011
Br -2.012 -5.199 0.447
H 0.647 7.691 4.124
H 9.186 -4.804 -2.512
Br 2.479 13.340 5.968
H -2.689 5.959 -5.052
H -6.244 1.067 -0.486
Br -0.977 -1.340 -4.482
H -1.587 -0.206 -1.817
C -3.048 6.092 -4.037
H -3.221 3.561 0.586
Br 12.269 -8.708 1.089
C -5.082 5.227 3.572
Br 4.928 -4.308 -2.576
Br 9.183 -6.278 0.004
C 1.043 12.587 4.894
H 5.597 -7.810 0.523
H 10.154 -10.799 3.511
H -0.857 7.188 3.327
H -5.845 -1.587 -1.576
Br 0.431 1.610 -2.791
H -3.278 6.121 4.283
H -7.662 -2.398 -0.312
H -4.834 5.691 -2.875
C -5.949 -2.972 0.641
C -0.974 -7.593 4.882
C -4.521 5.819 -3.905
C -3.167 2.469 0.635
H 5.422 -6.542 -4.433
H -1.175 9.172 0.815
Br 4.375 -5.983 1.651
O -5.850 -4.088 1.061
*
```

## Properties
- HOMO (eV) = -11.13
- F_max (eV Å⁻¹) = 1.17
- Kohn-Sham gap (eV) = 7.95
- LUMO level (eV) = -3.2
- calculated total energy (eV) = -1951299.4321

Mulliken atomic charge list, values in e, 6 entries: H 0.345; C -0.663; H 0.494; H -0.510; H 0.294; Br -0.108

---

[11]
Here is C9H9NO4Sc as an isolated structure from OMol25. Energies are from ωB97M-V with the def2-TZVPD basis set.

```
! wB97M-V def2-TZVPD RIJCOSX def2/J DEFGRID3
* xyz 3 1
C 2.542 -1.227 -1.506
O -2.251 -0.128 -2.440
O -1.733 -2.295 1.442
C 1.851 -2.218 -0.941
H 2.214 -0.767 -2.439
C -0.615 5.279 0.207
Sc -0.042 0.344 0.060
O -2.721 1.314 1.466
C 0.863 3.361 -0.010
H -1.048 5.205 -0.800
H -1.294 4.763 0.899
C -1.737 0.998 0.954
H 1.983 -2.508 0.119
H 1.230 4.876 1.258
H -0.651 6.341 0.481
H 3.256 -0.637 -0.933
O 1.150 0.180 3.248
C 0.879 0.143 2.142
C -1.052 -1.566 0.882
H 0.949 -2.658 -1.408
C -1.401 -0.048 -1.697
N 0.882 2.218 -0.240
H 1.449 5.221 -0.462
C 0.813 4.737 0.267
*
```

## Properties
- HOMO (alpha / beta) (eV) = -21.33 / -21.33
- F_max (eV Å⁻¹) = 10.28
- Kohn-Sham gap (alpha / beta) (eV) = 6.06 / 6.05
- LUMO level (alpha / beta) (eV) = -15.3 / -15.3
- calculated total energy (eV) = -39825.4546

Mulliken atomic charge list, values in e, 6 entries: C -0.634; O 0.050; O -0.019; C -0.632; H 0.393; C -1.157

---

[12]
Here is one molecule with the formula C3H3NO3 from OMol25. Energies are from ωB97M-V with the def2-TZVPD basis set.

```
! wB97M-V def2-TZVPD RIJCOSX def2/J DEFGRID3
* xyz 0 1
C 0.515 1.057 -0.166
O -2.408 -0.962 0.000
O -0.173 -1.109 -0.200
N -0.898 0.896 -0.060
C -1.350 -0.405 -0.069
H 1.146 1.991 0.346
H 1.852 -1.825 0.294
O 2.099 -0.827 0.016
C 0.943 -0.259 -0.213
H -1.726 1.443 0.053
*
```

## Properties
- HOMO (eV) = -8.37
- F_max (eV Å⁻¹) = 3.94
- SMILES string = O=c1[nH]cc(O)o1
- Kohn-Sham gap (eV) = 8.81
- LUMO level (eV) = 0.4
- calculated total energy (eV) = -10790.7137

Mulliken atomic charge list, values in e, 6 entries: C -0.363; O -0.559; O -0.376; N -0.067; C 0.427; H 0.244

---

What is the formula in the tenth record? C38H71Br27ClN2O2